Record 1
# C36H39AuO7S

C36H39AuO7S as an isolated structure (the ωB97M-V functional and the def2-TZVPD basis, OMol25).

The calculation puts the total energy at -66822.82403 eV. As for the HOMO energy: -8.4 eV. Its multiplicity is 1. As for the orbital gap: 8.102 eV. Its energy above the lowest of the compared OMol25 structures with the same formula, charge and spin is 1.8 kcal/mol.

Last column: Mulliken charge in e.
Element x y z (Å)
Au -1.939 -0.283 -0.561  2.09
S -3.309 1.911 -2.072  0.36
O 2.314 -2.044 -0.131  -0.50
O -0.200 0.574 -0.311  -0.50
O -2.735 -2.688 -1.934  -0.45
O -2.211 0.838 -2.277  -0.44
O 1.718 -1.659 2.025  -0.34
O -1.783 -1.345 1.052  -0.84
O -3.790 -1.055 -0.805  -0.65
C 4.372 2.359 -0.012  -0.68
C -0.711 -1.128 1.943  2.25
C 2.760 -3.780 1.478  -1.79
C -0.944 3.410 -2.014  -0.61
C 0.922 -0.123 -0.830  1.24
C -1.559 -3.697 5.345  -0.53
C 0.524 -1.783 1.281  -0.99
C -2.434 3.464 -1.722  -0.81
C 2.150 0.732 -0.508  -0.65
C 2.712 -2.280 1.232  1.56
C -0.676 2.920 3.470  -0.66
C -1.031 -2.016 3.171  -0.39
C -0.277 -1.926 4.337  -0.15
C -0.170 -1.267 -4.353  -0.79
C 0.080 -1.275 -2.985  -0.12
C -2.742 2.445 -4.754  -0.91
C -1.843 2.340 2.991  -1.14
C 0.985 -1.535 -0.173  0.39
C -2.314 -3.792 4.187  -0.84
C -2.050 -2.961 3.105  -0.41
C 0.913 0.854 -4.540  -0.85
C -3.859 2.165 -3.763  -0.62
C -3.738 -2.173 -1.479  0.02
C 3.388 0.440 -1.081  0.62
C 0.500 2.187 3.445  -1.07
C -1.826 1.048 2.490  -0.78
C -0.537 -2.761 5.413  -1.01
C 2.035 1.865 0.285  -0.06
C 4.035 -1.612 1.530  -1.63
C 0.520 0.897 2.930  0.14
C 4.488 1.246 -0.837  -0.98
C 1.160 0.842 -3.176  -0.62
C 3.142 2.666 0.544  -1.05
C 0.252 -0.209 -5.140  -0.73
C -0.641 0.316 2.432  0.46
C 0.762 -0.227 -2.370  0.56
H -2.963 4.232 -2.289  0.54
H -0.734 3.227 -3.065  0.20
H -2.777 2.890 3.027  0.47
H 3.937 -0.534 1.429  0.26
H -0.471 2.618 -1.435  -0.11
H 1.801 -4.247 1.257  0.35
H 1.246 1.696 -5.135  0.41
H -1.764 -4.345 6.188  0.39
H 0.225 -2.839 1.268  0.51
H -1.945 1.708 -4.658  0.10
H -0.688 3.925 3.872  0.41
H 1.073 2.119 0.705  0.50
H 3.019 -3.976 2.518  0.36
H -0.700 -2.102 -4.794  0.46
H -4.604 2.962 -3.712  0.48
H 0.386 -2.207 -0.785  -0.15
H -4.730 -2.638 -1.585  0.39
H 5.441 1.001 -1.289  0.43
H 5.234 2.985 0.183  0.39
H 4.796 -1.970 0.837  0.37
H -0.311 -2.113 -2.425  0.15
H -3.143 2.388 -5.766  0.43
H 3.487 -0.421 -1.727  0.43
H -2.322 3.441 -4.617  0.24
H 3.031 3.537 1.178  0.47
H -4.379 1.234 -3.993  0.40
H -2.748 0.586 2.156  0.70
H -2.614 3.644 -0.661  0.50
H -3.115 -4.517 4.118  0.44
H 3.513 -4.230 0.830  0.43
H 0.063 -2.675 6.311  0.42
H 1.455 0.357 2.887  0.47
H 1.672 1.686 -2.733  0.51
H 0.068 -0.211 -6.208  0.41
H 1.420 2.623 3.817  0.46
H -0.500 4.365 -1.727  0.53
H 0.522 -1.202 4.414  0.36
H 4.342 -1.855 2.548  0.44
H -2.639 -3.043 2.204  0.36



Record 2
# CH4Se

CH4Se in the gas phase at a distorted geometry (the ωB97M-V functional and the def2-TZVPD basis, OMol25).

The calculation puts the total energy at -66447.11284 eV. As for the HOMO energy: -8.8 eV. As for the SMILES: C[SeH]. Its multiplicity is 1. As for the orbital gap: 9.440 eV. Its energy above the lowest of the compared OMol25 structures with the same formula, charge and spin is 6.4 kcal/mol.

Last column: Mulliken charge in e.
Element x y z (Å)
Se 1.232 -1.123 -0.542  -0.09
C -0.352 0.003 -0.242  -0.80
H -0.735 -0.210 -1.196  0.21
H -0.110 1.145 -0.274  0.28
H 1.421 -1.031 0.993  0.09
H -0.968 -0.198 0.605  0.32



Record 3
# C4H6NOS

A 2-piece molecular cluster, C4H6NOS overall at a distorted geometry (the ωB97M-V functional and the def2-TZVPD basis, OMol25).

The calculation puts the total energy at -18606.30011 eV. As for the HOMO energy: -13.4 eV. Its multiplicity is 1. The charge is +1. As for the orbital gap: 7.309 eV. Its energy above the lowest of the compared OMol25 structures with the same formula, charge and spin is 100.8 kcal/mol.

Last column: Mulliken charge in e.
Element x y z (Å)
S 3.273 -1.080 -1.582  0.00
O 1.255 1.343 -1.193  -0.25
N -1.104 1.002 0.603  -0.19
C -1.352 -0.443 0.643  -0.35
C 1.650 -1.046 -1.193  -0.34
C 1.252 0.239 -0.937  0.70
C -0.006 0.125 0.859  -0.36
H 0.471 0.215 1.858  0.29
H 0.964 -1.870 -1.190  0.33
H -1.486 1.653 1.376  0.32
H -2.085 -0.694 1.367  0.32
H -1.538 -0.772 -0.318  0.27
H -1.295 1.327 -0.293  0.27



Record 4
# C6H10N

An isolated ion of composition C6H10N and charge +1 at a distorted geometry (the ωB97M-V functional and the def2-TZVPD basis, OMol25).

The calculation puts the total energy at -7864.61280 eV. As for the HOMO energy: -14.0 eV. As for the SMILES: C=C1C[N+](=C)[C@H]1C. Its multiplicity is 1. The charge is +1. As for the orbital gap: 9.034 eV. Its energy above the lowest of the compared OMol25 structures with the same formula, charge and spin is 40.0 kcal/mol.

Last column: Mulliken charge in e.
Element x y z (Å)
N 0.799 -0.244 -0.849  0.24
C 0.996 -0.013 -2.057  -0.10
C -0.674 -1.075 2.101  -0.91
C 0.333 0.580 0.309  0.18
C 0.756 -1.433 -0.098  -0.54
C -0.861 1.539 -0.054  -1.30
C -0.033 -0.704 0.981  0.30
H -1.451 1.627 0.885  0.34
H -1.693 1.151 -0.671  0.37
H -0.990 -0.213 2.605  0.25
H 1.100 0.995 -2.386  0.31
H 1.754 -1.815 0.263  0.26
H -1.049 -2.024 2.439  0.32
H 0.296 -2.347 -0.580  0.37
H 0.982 -0.974 -2.601  0.28
H 1.056 1.112 1.011  0.25
H -0.649 2.560 -0.350  0.38



Record 5
# C4H10N2O

A 2-piece molecular cluster, C4H10N2O overall (the ωB97M-V functional and the def2-TZVPD basis, OMol25).

The calculation puts the total energy at -9336.90513 eV. As for the HOMO energy: -8.7 eV. As for the SMILES: [H]/N=C/N.C/C=C/O. Its multiplicity is 1. As for the orbital gap: 9.593 eV. Its energy above the lowest of the compared OMol25 structures with the same formula, charge and spin is 48.0 kcal/mol.

Last column: Mulliken charge in e.
Element x y z (Å)
O 1.364 1.108 -1.030  -0.51
N -0.171 -2.534 -0.731  -0.52
N -1.895 -1.258 -1.618  -0.69
C 0.581 1.230 0.088  -0.22
C 0.276 1.734 2.487  -1.05
C 1.116 1.442 1.287  -0.04
C -1.257 -1.700 -0.608  -0.01
H 2.194 1.514 1.370  0.36
H -0.477 1.015 -0.014  0.24
H 0.563 1.076 3.315  0.28
H 0.125 -2.653 -1.693  0.29
H -0.780 1.606 2.249  0.29
H 0.791 0.863 -1.744  0.35
H 0.590 -2.274 -0.128  0.24
H -2.693 -0.727 -1.301  0.26
H -1.541 -1.476 0.422  0.44
H 0.409 2.742 2.886  0.29



Record 6
# C14H22F6NaO18S2

C14H22F6NaO18S2 as an isolated structure at a distorted geometry (the ωB97M-V functional and the def2-TZVPD basis, OMol25).

The calculation puts the total energy at -94127.03656 eV. As for the HOMO energy: -6.0 eV. Its multiplicity is 1. The charge is -1. As for the orbital gap: 7.401 eV.

Last column: Mulliken charge in e.
Element x y z (Å)
S 2.388 -1.507 -3.015  1.17
S -0.145 -4.080 -0.577  1.20
Na 0.326 -0.472 -0.323  1.27
F -2.341 -5.550 -0.179  -0.23
F -1.763 -4.396 1.511  -0.23
F 2.876 0.861 -4.124  -0.24
F -0.657 -6.167 0.997  -0.23
F 3.539 -0.813 -5.327  -0.22
F 4.633 -0.246 -3.562  -0.24
O 3.357 -2.546 -2.674  -0.69
O -3.903 0.688 -1.867  -0.43
O 1.785 -0.341 1.519  -0.36
O 3.653 -1.555 1.744  -0.42
O 2.992 -0.431 3.428  -0.41
O 0.403 3.535 -2.134  -0.42
O -2.839 -0.537 -3.295  -0.48
O -1.104 0.252 3.756  -0.35
O 0.390 2.168 -0.368  -0.16
O -1.782 0.093 -1.445  0.08
O -0.983 -3.671 -1.702  -0.78
O 2.015 -0.639 -1.900  -0.78
O -2.177 1.913 2.747  -0.30
O 0.949 -4.960 -0.988  -0.71
O 0.248 -2.972 0.312  -0.56
O -1.379 0.235 1.515  -0.28
O 1.254 -1.928 -3.808  -0.66
O -0.106 4.388 -0.230  -0.40
C -1.593 1.035 4.838  -0.23
C 3.618 -1.986 0.391  -0.28
C -1.533 0.694 2.588  0.45
C 0.418 2.433 -3.036  -0.07
C -0.701 4.191 1.039  -0.42
C -2.766 0.078 -2.139  0.55
C 0.244 3.248 -0.858  0.55
C -2.209 2.252 4.110  -0.43
C -1.666 -1.220 -3.733  -0.10
C 3.418 -0.363 -4.090  0.51
C 2.720 -0.733 2.170  0.54
C -1.306 -5.131 0.506  0.43
C 2.138 0.406 4.165  -0.48
C -3.937 1.361 -0.616  -0.42
H -4.900 1.849 -0.477  0.30
H -1.334 -2.050 -3.108  0.10
H -3.179 2.145 -0.643  0.11
H 4.494 -2.592 0.159  0.28
H 3.647 -1.138 -0.290  0.18
H -1.662 3.171 4.344  0.24
H 0.325 2.867 -4.027  0.33
H -0.839 -0.504 -3.742  0.04
H -0.756 1.355 5.452  0.24
H 1.811 1.233 3.532  0.19
H -0.395 1.715 -2.909  -0.24
H -0.165 3.523 1.716  0.06
H -0.788 5.151 1.543  0.32
H -1.685 3.740 0.898  0.25
H -3.783 0.700 0.233  0.17
H 1.309 -0.155 4.602  0.21
H -3.224 2.502 4.429  0.28
H 2.686 0.804 5.020  0.30
H -2.323 0.482 5.422  0.30
H 1.316 1.829 -2.923  0.24
H 2.772 -2.636 0.171  0.11
H -1.804 -1.575 -4.751  0.28